The following is a DFT calculation (wB97M-V/def2-TZVPD) of C30H20F2IIrN2O2Se as an isolated structure in a non-equilibrium geometry.

```
59
Properties=species:S:1:pos:R:3:forces:R:3
Ir 0.65300 -0.59992 -1.11067 0.11 -0.49 -1.16
I 1.58958 -1.89262 7.73136 0.01 -0.02 0.06
Se 0.68722 -2.52790 -2.35522 -0.03 0.12 -0.01
F 5.87241 -2.13649 -1.06548 0.04 -0.06 -0.01
F 4.98924 2.43523 -1.11969 -0.01 0.01 -0.04
O 0.90468 -0.78161 0.86885 -0.07 0.59 0.46
O -0.37988 0.93430 1.60774 0.00 0.08 -0.13
N -1.50648 -0.62382 -1.14777 -0.21 0.10 0.15
N 0.85010 1.50571 -0.99482 -0.16 -0.15 0.75
C 0.58404 -0.06257 5.54845 -0.02 0.03 -0.11
C 2.31847 3.34314 -1.30956 -0.04 0.14 -0.04
C -2.17200 0.35949 -1.87802 0.02 -0.24 -0.06
C 4.96698 -1.13337 -1.11869 0.05 0.09 -0.04
C 5.44822 0.16290 -1.11407 0.03 0.04 0.03
C 2.68132 -0.40433 -1.21016 -0.07 -0.25 0.18
C -3.43377 2.44932 -3.31265 -0.04 -0.01 0.05
C -4.18991 -3.17098 -0.74993 0.03 0.06 -0.02
C -3.46767 -2.09960 -1.25344 -0.04 -0.05 0.02
C 2.09722 1.97299 -1.19119 0.44 -0.08 -0.03
C 0.03267 3.73050 -0.74969 -0.17 -0.14 -0.03
C 1.30675 -1.69495 3.41714 0.08 -0.05 0.07
C -2.50412 -3.54297 0.89351 0.05 0.05 -0.03
C -2.25179 -1.69309 -0.66868 0.12 0.20 -0.02
C -3.37513 0.93820 -1.42801 0.03 0.04 -0.02
C -3.99060 1.95798 -2.13295 0.05 -0.04 0.00
C 3.14052 0.92739 -1.21871 -0.31 0.27 -0.12
C 0.68864 -0.47498 3.17460 -0.03 -0.14 -0.11
C -1.62592 0.86723 -3.06635 -0.05 0.05 -0.04
C 3.62918 -1.43586 -1.16865 -0.19 0.05 -0.03
C -0.14075 2.35974 -0.72108 -0.04 0.11 -0.22
C 1.27257 4.22530 -1.09786 0.25 0.01 -0.07
C 0.32691 0.33248 4.24239 -0.02 0.06 0.12
C -1.77536 -2.47268 0.40018 -0.04 -0.06 0.08
C -3.72801 -3.89922 0.33861 0.01 0.00 -0.01
C 4.50634 1.16551 -1.16274 0.21 0.03 0.00
C 0.35025 -0.02531 1.76671 0.10 -0.22 0.30
C -2.24551 1.89599 -3.76513 0.05 -0.04 0.03
C 1.56414 -2.11043 4.71847 -0.03 0.05 -0.12
C 1.20007 -1.28434 5.76979 0.01 -0.01 -0.01
H -0.70166 0.43788 -3.43337 0.00 -0.02 -0.03
H -0.16353 1.27427 4.03259 -0.01 -0.02 0.00
H -3.79637 0.58760 -0.49366 -0.03 -0.02 -0.03
H 0.30136 0.56840 6.37997 0.01 0.01 0.00
H 1.58372 -2.31596 2.57555 0.00 -0.01 0.02
H 6.50314 0.38800 -1.05454 -0.02 -0.02 -0.01
H 1.43431 5.29248 -1.19240 0.03 -0.02 0.03
H -3.92131 3.24380 -3.86438 0.02 0.00 0.02
H 3.32909 -2.47631 -1.18216 -0.03 0.03 0.07
H -4.29708 -4.73216 0.73270 0.01 0.01 0.00
H -1.79538 2.26069 -4.68219 0.01 -0.01 0.02
H 2.03790 -3.06446 4.90669 0.00 0.02 -0.01
H -0.80077 4.37901 -0.51939 -0.01 -0.03 -0.03
H -3.83268 -1.57676 -2.12718 -0.05 0.04 0.02
H -4.91140 2.38580 -1.75096 0.02 -0.01 0.00
H -5.12581 -3.44641 -1.22536 0.03 0.01 -0.01
H -2.10779 -4.10514 1.73255 0.01 0.01 -0.02
H -0.81994 -2.22119 0.83924 -0.05 -0.03 0.00
H 3.30094 3.70179 -1.56475 0.00 0.03 0.07
H -1.09035 1.92233 -0.47555 -0.02 -0.04 0.04
```
Positions in Å, forces in eV/Å.

Computed properties:
multiplicity = 2
charge = -1
ΔE to the lowest compared entry with this formula, charge and spin = 68.5 kJ/mol
E = -120233.7437 eV
lowest unoccupied orbital energy (alpha / beta) = 2.0 / 1.6 eV

These are the Mulliken partial charges, in e, on atoms 1 to 8:
1 Ir 1.877
2 I 0.033
3 Se -0.473
4 F -0.359
5 F -0.348
6 O -0.540
7 O -0.714
8 N -0.106